{"formula": "C4H9FN", "method": "wB97M-V/def2-TZVPD", "species": ["C", "C", "C", "C", "N", "F", "H", "H", "H", "H", "H", "H", "H", "H", "H"], "coordinates": [[-2.463797, 0.162348, -0.116584], [-1.660249, 1.177732, -0.282252], [1.263738, -0.765170, 0.470960], [1.172386, 0.686260, 0.611298], [1.197494, -1.293869, -0.830192], [1.705898, 1.430027, -0.320794], [-3.503668, 0.218569, -0.408107], [-2.161968, -0.778899, 0.317138], [-1.886902, 2.141915, -0.698220], [2.274693, -0.887832, 0.954888], [0.566995, -1.285218, 1.138578], [1.114750, 1.177539, 1.575801], [-0.582395, 1.076909, 0.065470], [1.305351, -2.291471, -0.917274], [1.657672, -0.768843, -1.560705]], "forces_ev_per_angstrom": [[-0.5, -0.4, 0.0], [1.3, 0.0, 0.4], [-0.7, 0.0, -0.5], [1.7, 0.0, -0.8], [-0.1, 0.4, -0.4], [-0.9, -0.9, 0.9], [-0.1, 0.1, -0.1], [0.1, -0.1, 0.1], [-0.1, 0.2, -0.1], [0.0, 0.4, 0.3], [0.1, 0.2, 0.2], [-0.4, 0.2, 0.1], [-0.6, 0.1, -0.2], [0.1, 0.0, 0.1], [0.1, -0.2, 0.0]], "mulliken_charge": [-0.446, 0.087, -0.267, 0.085, -0.423, -0.115, 0.267, 0.200, 0.312, 0.335, 0.398, 0.434, -0.321, 0.238, 0.214], "de_lowest_kj_mol": 381.1, "charge": 1, "homo_energy_ev": -14.442}